One molecule with the formula C4H8N4 in a non-equilibrium geometry, computed with the ωB97M-V functional and the def2-TZVPD basis.

SMILES string: [H]/N=C\N(/C=N\[H])/C(C)=N/[H]
total charge: 0
highest occupied orbital energy: -9.587 eV
energy above the lowest of the compared OMol25 structures with the same formula, charge and spin: 433.5 kJ/mol
energy: -376.08334 hartree

Cartesian coordinates (Å):
1 H 0.54441 2.82783 -0.50186
2 N 1.49946 2.43012 -0.10733
3 C 1.46397 1.19570 0.32206
4 N 0.45400 0.02316 0.30650
5 C 1.13681 -1.22002 0.20461
6 N 2.22702 -1.58638 -0.59764
7 H 2.68002 -0.66000 -0.95829
8 C -0.94320 0.30064 0.02077
9 C -1.85224 -1.00447 -0.01613
10 N -1.31624 1.45799 -0.34133
11 H -2.37907 1.53281 -0.26899
12 H 2.31844 0.61724 1.16950
13 H 0.66662 -2.07345 0.96808
14 H -1.66234 -1.50716 -0.94577
15 H -2.93855 -0.59144 -0.23619
16 H -1.89908 -1.74256 0.98203

One molecule with the formula C20H22N2O3 in a non-equilibrium geometry, computed with the ωB97M-V functional and the def2-TZVPD basis.

SMILES string: O=[N+]([O-])c1ccc(O[C@H](/C=C/N2CCCCC2)c2ccccc2)cc1
total charge: 0
highest occupied orbital energy: -7.971 eV
energy above the lowest of the compared OMol25 structures with the same formula, charge and spin: 616.2 kJ/mol
energy: -1110.39292 hartree

Cartesian coordinates (Å):
1 O -6.85682 -2.55974 -1.11765
2 N -6.08705 -2.94361 -0.21257
3 O -6.20884 -4.06795 0.30792
4 C -5.02856 -2.07492 0.17388
5 C -4.06861 -2.51073 1.10541
6 C -2.86595 -1.83344 1.21934
7 C -2.55155 -0.72524 0.34412
8 O -1.34907 -0.13455 0.33631
9 C 0.00148 -0.45543 -0.53625
10 C 0.99046 0.54507 -0.07277
11 C 1.42106 0.50678 1.21308
12 N 2.35095 1.32403 1.72881
13 C 2.75349 1.10374 3.07294
14 C 4.26340 0.84267 3.16883
15 C 5.09556 1.89412 2.42056
16 C 4.50560 2.23250 1.04032
17 C 2.99861 2.44424 1.07627
18 C -0.38898 -0.40477 -1.99560
19 C -0.47297 -1.61580 -2.65347
20 C -0.73154 -1.65062 -4.02604
21 C -0.99276 -0.46639 -4.71898
22 C -0.90438 0.75541 -4.04983
23 C -0.62305 0.79894 -2.67346
24 C -3.67421 -0.16390 -0.37942
25 C -4.86849 -0.84873 -0.49479
26 H -4.30308 -3.39794 1.70967
27 H -2.11986 -2.08526 1.99267
28 H 0.26854 -1.48294 -0.19059
29 H 1.39681 1.27756 -0.79244
30 H 1.00866 -0.22293 1.91554
31 H 2.23643 0.23143 3.48996
32 H 2.53642 1.98511 3.69596
33 H 4.52052 -0.14402 2.74329
34 H 4.56892 0.81987 4.22221
35 H 5.16567 2.81327 3.01885
36 H 6.12349 1.53550 2.26980
37 H 4.95850 3.14372 0.64212
38 H 4.75953 1.43185 0.32835
39 H 2.58442 2.60614 0.08093
40 H 2.78401 3.32902 1.69868
41 H -0.32868 -2.54146 -2.10050
42 H -0.75313 -2.58526 -4.55813
43 H -1.19472 -0.46431 -5.78984
44 H -1.06696 1.69711 -4.57348
45 H -0.61019 1.73065 -2.10709
46 H -3.54994 0.83402 -0.83584
47 H -5.69312 -0.50281 -1.13710

C2H2LiO2Pm as an isolated structure in a non-equilibrium geometry, computed with the ωB97M-V functional and the def2-TZVPD basis.

<S²>: 6.3025
2S+1: 5
total charge: +2
highest occupied orbital energy (alpha / beta): -15.971 / -16.754 eV
energy above the lowest of the compared OMol25 structures with the same formula, charge and spin: 10.6 kJ/mol
energy: -843.16857 hartree

Cartesian coordinates (Å):
1 O 0.47529 -0.68511 -0.81379
2 C -0.54403 -0.38162 0.06157
3 C -0.40123 0.65394 0.91663
4 O 0.72849 1.38317 0.95054
5 Li 0.19903 -1.56996 -2.34462
6 Pm 2.26520 0.55315 -0.26656
7 H -1.48298 -0.92968 -0.04811
8 H -1.23978 0.97611 1.54435

C9H5F5ReSbSe4 as an isolated structure in a non-equilibrium geometry, computed with the ωB97M-V functional and the def2-TZVPD basis.

total charge: 0
highest occupied orbital energy: -8.498 eV
energy above the lowest of the compared OMol25 structures with the same formula, charge and spin: 61.5 kJ/mol
energy: -10769.50055 hartree

Cartesian coordinates (Å):
1 Re -1.09959 -1.02000 -1.19769
2 Se -5.32920 -2.40537 -1.04246
3 Sb -3.23905 -2.60055 -2.18926
4 Se -2.55474 0.05281 -2.63268
5 Se -1.45853 -2.96276 -0.02515
6 Se -2.47725 -3.88562 -4.04304
7 C -0.49979 0.19259 0.05039
8 C -0.06622 1.06326 1.06473
9 C -0.66143 2.32149 1.25686
10 C -0.20746 3.15088 2.26146
11 C 0.85281 2.75811 3.07007
12 C 1.45003 1.51660 2.88697
13 C 0.99375 0.66580 1.90128
14 H -1.47558 2.62437 0.61160
15 H -0.67874 4.11334 2.40993
16 H 1.21875 3.41896 3.84454
17 H 2.27234 1.20399 3.51665
18 H 1.44038 -0.30746 1.74564
19 F 0.51384 -2.34872 -3.03116
20 C 0.72513 -1.23535 -2.25137
21 F 0.95487 -0.20116 -3.09582
22 C 2.03313 -1.47602 -1.46945
23 F 2.96708 -2.04436 -2.22075
24 F 2.50961 -0.31410 -1.01073
25 F 1.81586 -2.28074 -0.41057

C20H28Cl5NO3RhS3Si as an isolated structure in a non-equilibrium geometry, computed with the ωB97M-V functional and the def2-TZVPD basis.

<S²>: 6.0104
2S+1: 5
total charge: +1
highest occupied orbital energy (alpha / beta): -11.056 / -11.466 eV
energy above the lowest of the compared OMol25 structures with the same formula, charge and spin: 0.0 kJ/mol
energy: -4954.68934 hartree

Cartesian coordinates (Å):
1 Rh -0.51651 -0.81071 -0.88202
2 Cl 2.53507 -2.79066 -1.86689
3 C 2.06168 -1.44641 -2.85805
4 C 0.87410 -0.81254 -2.57226
5 C 0.50750 0.25180 -3.36584
6 Cl -0.99630 1.01994 -2.89424
7 C 1.27094 0.72267 -4.42044
8 Cl 0.76611 2.08157 -5.33766
9 C 2.46832 0.05857 -4.70057
10 Cl 3.44491 0.58613 -6.00613
11 C 2.86514 -1.03316 -3.92167
12 Cl 4.33012 -1.85220 -4.27315
13 S -2.05103 -4.27394 -3.59963
14 C -3.14240 -2.98523 -3.86689
15 C -2.87384 -1.96708 -3.01584
16 N -1.82135 -2.20275 -2.16659
17 C -1.29618 -3.38237 -2.37108
18 H -3.91328 -3.04736 -4.61590
19 H -3.41302 -1.03538 -2.95418
20 H -0.45994 -3.76886 -1.80656
21 C -1.03007 -4.17491 2.52230
22 Si -1.23128 -2.38104 2.05420
23 C -0.23924 -1.32626 3.26164
24 C -3.02476 -1.87938 2.20879
25 O -0.62951 -2.13170 0.54117
26 H -1.28307 -4.31463 3.57479
27 H -0.00436 -4.51339 2.36560
28 H -1.68967 -4.81391 1.93120
29 H -0.61805 -1.45386 4.27690
30 H -0.30391 -0.27081 2.98954
31 H 0.81239 -1.61999 3.25559
32 H -3.34693 -1.97623 3.24724
33 H -3.67386 -2.50931 1.59638
34 H -3.16608 -0.84442 1.89063
35 O 1.17367 0.59041 -0.07803
36 S 2.69010 0.43626 -0.18153
37 C 3.20478 -0.29116 1.39728
38 C 3.41042 0.86455 2.36541
39 C 4.12733 1.93818 1.54963
40 C 3.32628 2.08778 0.25891
41 H 4.12840 -0.84039 1.20607
42 H 2.41709 -0.99323 1.66546
43 H 3.98920 0.55596 3.23489
44 H 2.44219 1.23199 2.71338
45 H 5.14351 1.61048 1.32098
46 H 4.19897 2.88904 2.07637
47 H 3.89493 2.48085 -0.58165
48 H 2.42563 2.68618 0.39871
49 O -1.70672 0.73741 0.25254
50 S -1.10173 1.83210 1.13446
51 C -2.52515 2.50742 2.05767
52 C -2.94792 3.80691 1.38009
53 C -1.65523 4.42911 0.85278
54 C -0.97773 3.30601 0.08015
55 H -2.16255 2.67949 3.07184
56 H -3.28458 1.72799 2.07878
57 H -3.46893 4.46297 2.07579
58 H -3.62082 3.59609 0.54739
59 H -1.02713 4.75122 1.68736
60 H -1.83265 5.29475 0.21619
61 H 0.06457 3.47440 -0.18221
62 H -1.53758 3.04500 -0.81908

C15H17F5HgN2 as an isolated structure in a non-equilibrium geometry, computed with the ωB97M-V functional and the def2-TZVPD basis.

total charge: 0
highest occupied orbital energy: -7.070 eV
energy: -1343.97245 hartree

Cartesian coordinates (Å):
1 C -4.83864 0.06337 0.69755
2 C -4.91962 1.36382 -0.11924
3 H -5.03141 -0.80621 0.06135
4 H -5.58802 0.06412 1.50414
5 H -3.85581 -0.07053 1.16125
6 H -4.06087 1.47783 -0.78002
7 H -5.81842 1.39429 -0.75398
8 H -4.95142 2.24594 0.52899
9 C 0.51323 -2.92678 0.35704
10 C 1.43674 -3.95268 0.18146
11 C 2.59191 -3.71562 -0.55413
12 C 2.78156 -2.44427 -1.08719
13 H -0.39080 -3.06752 0.94208
14 H 1.20983 -4.90948 0.62581
15 H 3.32712 -4.50053 -0.71973
16 H 3.66258 -2.19678 -1.67698
17 N 0.69036 -1.71170 -0.15786
18 C 1.81483 -1.44943 -0.86146
19 C 2.00431 -0.06056 -1.33392
20 N 1.07703 0.83874 -0.94699
21 C 1.23449 2.11506 -1.30938
22 C 3.25718 1.62798 -2.52088
23 C 2.30177 2.54889 -2.10401
24 H 0.48556 2.82925 -0.95472
25 H 2.34294 3.59961 -2.36641
26 C 3.11204 0.30592 -2.12531
27 H 3.82956 -0.45790 -2.41281
28 H 4.09695 1.92787 -3.13514
29 Hg -0.98235 -0.00434 0.34875
30 C -1.95478 1.87342 0.41631
31 H -2.21235 2.09981 -0.62214
32 H -1.29892 2.64558 0.81892
33 H -2.86705 1.80807 1.01145
34 F 0.18815 -1.43239 2.75510
35 C 0.10841 -0.13365 2.33013
36 F -0.68960 0.54550 3.21978
37 C 1.50872 0.47226 2.39080
38 F 2.01996 0.51955 3.65297
39 F 2.37965 -0.26165 1.64717
40 F 1.48516 1.73513 1.89126

A 8-piece molecular cluster, C5H28NO7S2 overall in a non-equilibrium geometry, computed with the ωB97M-V functional and the def2-TZVPD basis.

total charge: +1
highest occupied orbital energy: -10.672 eV
energy above the lowest of the compared OMol25 structures with the same formula, charge and spin: 0.0 kJ/mol
energy: -1584.86011 hartree

Cartesian coordinates (Å):
1 N 1.53285 -2.23362 1.43599
2 C 2.54766 -1.13932 0.93751
3 C 2.20372 0.23724 1.47562
4 S 3.27692 1.39994 0.55651
5 S 2.44581 3.19749 0.69821
6 C 0.63873 3.17899 0.19237
7 C 0.32627 2.45886 -1.09119
8 C -1.12534 2.74988 -1.54353
9 H 1.24931 -2.67277 0.52410
10 H 2.04186 -2.74345 2.14491
11 H 0.72348 -1.70983 1.81118
12 H 3.47443 -1.33122 1.45994
13 H 2.65926 -1.28017 -0.13483
14 H 1.21046 0.58898 1.07847
15 H 2.12890 0.44334 2.52201
16 H 0.32052 4.22998 0.24233
17 H 0.17172 2.67367 1.04788
18 H 0.54245 1.39590 -0.90491
19 H 0.90159 2.60304 -1.97173
20 H -1.13378 3.80366 -1.92195
21 H -1.21565 2.18638 -2.46321
22 H -1.91239 2.61130 -0.80719
23 H -2.53067 -0.35684 0.02875
24 H -1.24214 -1.10528 0.39530
25 O -1.82575 -0.38004 0.69459
26 H 0.38416 -1.26665 -3.69010
27 H -0.96235 -0.99892 -3.92819
28 O -0.46030 -1.73173 -3.52945
29 H -3.68236 -0.40273 -2.54216
30 H -3.00668 0.86800 -2.18060
31 O -2.95916 -0.08182 -1.98361
32 H -0.56736 -1.93525 3.90282
33 H -0.94382 -0.66182 3.19442
34 O -0.29577 -1.38743 3.15670
35 H -1.34355 -3.41577 0.30101
36 H -0.98919 -2.57044 -0.90203
37 O -0.74650 -2.70951 0.02482
38 H 0.75592 -2.23313 -2.01829
39 H 2.16342 -2.46597 -2.02589
40 O 1.41089 -2.66840 -1.44581
41 H -2.12096 1.45527 1.64816
42 H -2.37538 1.75752 3.12773
43 O -1.67127 1.64265 2.48333

C17H13CrF3I2N4O8S2 as an isolated structure in a non-equilibrium geometry, computed with the ωB97M-V functional and the def2-TZVPD basis.

<S²>: 0.7739
2S+1: 2
total charge: -1
highest occupied orbital energy (alpha / beta): -5.532 / -5.485 eV
energy above the lowest of the compared OMol25 structures with the same formula, charge and spin: 316.3 kJ/mol
energy: -4212.56998 hartree

Cartesian coordinates (Å):
1 Cr 0.45164 0.22313 -0.51274
2 O -3.59606 -3.84977 0.35846
3 C -2.81906 -2.74907 0.37096
4 C -1.79236 -2.57087 1.30246
5 C -0.97666 -1.46127 1.17516
6 N -1.16426 -0.55717 0.21006
7 C -2.16946 -0.69677 -0.66044
8 C -3.02176 -1.77917 -0.61794
9 C -2.04686 0.32763 -1.79254
10 O -2.99416 0.61643 -2.49124
11 O -0.84916 0.77543 -1.86414
12 C 0.34614 -1.24847 1.88436
13 O 0.63594 -1.82067 2.91816
14 O 1.09804 -0.44047 1.22986
15 H -3.27816 -4.47777 1.01956
16 H -1.56826 -3.29537 2.07186
17 H -3.78456 -1.90597 -1.36664
18 I 0.81344 -1.18337 -3.42074
19 I 0.80704 -0.54557 -6.17654
20 C 0.80084 2.22523 0.09656
21 C -0.37116 2.93193 0.58656
22 C -0.58506 3.12133 1.95996
23 C -1.62266 3.89853 2.41966
24 C -2.48846 4.51513 1.51076
25 C -2.33386 4.27323 0.14026
26 C -1.29146 3.49893 -0.30824
27 C -3.45726 5.42723 1.96716
28 N -4.19886 6.22263 2.33936
29 H 1.58224 2.21743 0.85946
30 H 1.17774 2.71023 -0.80714
31 H 0.09814 2.67243 2.66866
32 H -1.76136 4.06053 3.48006
33 H -3.02336 4.71883 -0.56144
34 H -1.16696 3.33053 -1.36814
35 F 0.70524 -4.25457 0.75806
36 C 1.04824 -4.36257 -0.53264
37 F -0.05486 -4.77127 -1.18254
38 F 1.96004 -5.33737 -0.62654
39 S 1.73754 -2.73537 -1.20554
40 O 2.46424 -3.14997 -2.35334
41 O 2.51744 -2.25387 -0.11234
42 O 0.49214 -1.98637 -1.42054
43 N 5.11804 -0.00957 -0.98914
44 C 3.88714 0.08933 -0.45954
45 N 3.72394 0.06073 0.85956
46 S 2.62494 0.31893 -1.55474
47 H 5.89174 -0.34827 -0.44224
48 H 5.18644 -0.01117 -1.99334
49 H 4.47554 -0.30687 1.42246
50 H 2.77214 -0.12657 1.21096

A 2-piece molecular cluster, C3H9OS overall in a non-equilibrium geometry, computed with the ωB97M-V functional and the def2-TZVPD basis.

total charge: -1
highest occupied orbital energy: -2.601 eV
energy above the lowest of the compared OMol25 structures with the same formula, charge and spin: 47.8 kJ/mol
energy: -593.15467 hartree

Cartesian coordinates (Å):
1 C -0.39800 0.68622 2.39130
2 C -1.09065 -0.03946 1.17878
3 C -1.05495 0.78759 -0.09766
4 S 0.68987 0.75822 -0.80765
5 H -1.04086 1.47312 2.78252
6 H -0.13027 -0.10049 3.10097
7 H 0.55898 1.08070 2.04323
8 H -2.12944 -0.12881 1.51577
9 H -0.45148 -0.91226 1.06005
10 H -1.73855 0.44611 -0.87428
11 H -1.33132 1.82531 0.08952
12 H 1.01714 -1.70982 -1.32608
13 H 0.47190 -2.75917 -2.34760
14 O 1.15149 -2.58269 -1.69859

An isolated ion of composition C5H11N2S and charge +1 in a non-equilibrium geometry, computed with the ωB97M-V functional and the def2-TZVPD basis.

total charge: +1
highest occupied orbital energy (alpha / beta): -12.321 / -12.323 eV
energy above the lowest of the compared OMol25 structures with the same formula, charge and spin: 414.3 kJ/mol
energy: -704.43276 hartree

Cartesian coordinates (Å):
1 C -0.46675 0.05366 -1.42270
2 C -0.54004 0.64910 1.39599
3 C 0.41773 1.29993 0.38714
4 C -1.93459 0.29814 1.20662
5 C 1.97186 -0.43897 -0.62039
6 N 0.61543 0.31411 -0.68108
7 N -0.22868 -0.75109 -2.45981
8 S -2.60109 -1.17274 1.46526
9 H -0.02510 -0.24562 1.68755
10 H -0.43367 1.29207 2.24097
11 H 0.16006 2.29349 0.17940
12 H 1.35077 1.28428 0.91905
13 H -2.65517 1.06521 0.98146
14 H 2.73660 0.21234 -0.29311
15 H 1.74456 -1.24059 0.01409
16 H 2.04410 -0.77427 -1.59246
17 H -1.11746 -0.98808 -2.90086
18 H 0.51649 -1.37799 -2.38958
19 H -1.55504 -1.77295 1.88248

One molecule with the formula C6H11N in a non-equilibrium geometry, computed with the ωB97M-V functional and the def2-TZVPD basis.

total charge: 0
highest occupied orbital energy: -8.237 eV
energy above the lowest of the compared OMol25 structures with the same formula, charge and spin: 175.4 kJ/mol
energy: -289.90486 hartree

Cartesian coordinates (Å):
1 C -1.57112 0.99236 0.26543
2 C -0.45108 0.70069 -0.70199
3 C 0.51714 -0.22722 0.07368
4 C 1.93219 -0.11223 -0.49536
5 C 0.04371 -1.68928 -0.00015
6 C 0.39594 0.20323 1.55115
7 N -0.77248 0.81720 1.56477
8 H -2.00793 2.00558 0.15587
9 H -1.25595 1.32471 2.28191
10 H -2.41947 0.28746 0.21701
11 H 0.05933 1.64403 -0.93167
12 H -0.77118 0.23117 -1.62926
13 H 2.32949 0.90107 -0.37040
14 H 2.62144 -0.81079 -0.01124
15 H 1.92108 -0.33667 -1.57155
16 H 0.68738 -2.34430 0.59614
17 H -0.98098 -1.79608 0.37489
18 H 0.06571 -2.04215 -1.03864

A 2-piece molecular cluster, C2HBr3ClNO2 overall in a non-equilibrium geometry, computed with the ωB97M-V functional and the def2-TZVPD basis.

total charge: 0
highest occupied orbital energy (alpha / beta): -9.260 / -9.242 eV
energy above the lowest of the compared OMol25 structures with the same formula, charge and spin: 260.1 kJ/mol
energy: -8464.04382 hartree

Cartesian coordinates (Å):
1 C 0.11691 0.85871 -1.82661
2 C -0.02174 -0.51745 1.61364
3 N 0.34458 -0.28361 -1.21831
4 O 0.26432 0.22574 0.73989
5 O 0.18520 -1.48301 -1.37957
6 Cl 1.36257 -1.47774 2.33443
7 Br 0.21514 2.53476 -1.27863
8 Br -1.10360 1.11044 2.84983
9 Br -1.64687 -1.74497 1.08874
10 H 0.28349 0.77714 -2.92341